DFT (ωB97M-V/def2-TZVPD) results for a structure of composition C15H24N8O2STi in a non-equilibrium geometry.

Calculated values
Multiplicity = 3
Charge = 0
ΔE to the lowest compared entry with this formula, charge and spin = 0.398 eV
Highest occupied orbital energy (alpha / beta) = -4.86 / -7.24 eV

```
51
Properties=species:S:1:pos:R:3:forces:R:3:lowdin_charge:R:1
Ti -0.847 0.478 -0.065 0.01 0.57 -1.35 0.790
N -1.912 4.842 -0.895 0.00 -0.11 -0.11 0.043
C -1.809 3.527 -0.502 -0.01 0.19 0.07 -0.894
S -1.619 2.322 -1.747 0.16 -0.05 0.35 0.565
N -1.834 3.330 0.781 0.07 -0.80 -0.26 -0.001
N -1.676 1.967 1.115 -0.30 1.31 0.46 -0.128
C -1.919 1.746 2.346 -0.06 -0.65 0.66 -0.067
C -1.897 0.434 3.000 0.02 0.66 -0.04 -0.137
C -2.009 0.413 4.391 0.00 -0.03 0.22 -0.047
C -2.028 -0.772 5.100 0.01 -0.02 -0.11 -0.099
C -1.952 -1.976 4.397 0.00 0.00 0.09 -0.088
C -1.862 -1.985 3.020 0.01 0.02 0.11 -0.015
C -1.828 -0.784 2.305 -0.01 -0.01 -0.70 -0.326
O -1.757 -0.817 0.974 -0.60 -0.61 0.57 -0.220
H -2.222 4.993 -1.838 -0.01 0.01 -0.03 0.062
H -2.280 5.465 -0.194 0.00 0.02 0.00 0.084
H -2.168 2.612 2.956 -0.11 -0.05 0.09 0.127
H -2.075 1.360 4.917 0.00 -0.02 0.00 0.110
H -2.105 -0.766 6.179 0.00 -0.01 0.00 0.095
H -1.966 -2.917 4.934 0.00 0.02 0.01 0.100
H -1.806 -2.911 2.462 -0.01 0.01 0.00 0.114
C 2.308 -0.236 -4.578 0.03 -0.01 0.03 -0.050
N 2.331 -0.360 -3.120 0.14 0.05 -0.11 -0.165
C 3.368 0.444 -2.493 -0.01 0.00 -0.04 -0.057
C 1.114 -0.383 -2.462 -0.24 -0.39 -0.26 -0.413
N 0.761 0.372 -1.509 0.37 -0.09 0.03 0.082
N 0.287 -1.412 -2.918 -0.05 0.19 0.08 0.151
C -1.020 -1.665 -2.526 0.41 0.02 -0.19 -0.475
N -1.522 -2.794 -3.132 -0.13 -0.09 -0.06 0.148
N -1.628 -0.944 -1.676 -0.01 -0.18 0.24 0.087
H 3.277 -0.532 -4.975 0.03 0.01 0.01 0.089
H 2.096 0.793 -4.889 0.02 0.02 0.01 0.098
H 1.553 -0.881 -5.019 -0.03 -0.01 0.03 0.076
H 4.324 0.182 -2.942 0.02 0.00 -0.02 0.092
H 3.417 0.223 -1.428 -0.01 -0.01 0.01 0.091
H 3.208 1.521 -2.631 0.00 0.01 0.00 0.100
H 1.421 1.120 -1.337 0.02 0.05 0.06 0.084
H 0.772 -2.160 -3.381 0.02 -0.10 0.02 0.143
H -1.212 -2.990 -4.070 0.00 0.03 -0.01 0.099
H -2.508 -2.946 -3.001 -0.02 -0.03 0.02 0.105
H -2.571 -1.269 -1.498 -0.08 0.03 0.03 0.090
C 2.618 0.106 2.415 0.20 0.01 0.21 -0.069
C 1.578 -0.275 1.428 -0.43 0.80 -0.40 -0.464
C 1.568 -1.639 0.832 0.02 -0.32 0.00 -0.078
O 0.614 0.632 1.178 0.74 -0.69 0.34 -0.259
H 3.570 -0.399 2.214 -0.04 0.03 0.00 0.070
H 2.344 -0.153 3.452 -0.04 0.00 -0.08 0.079
H 2.789 1.185 2.398 -0.02 -0.03 -0.02 0.074
H 1.733 -2.408 1.599 0.07 0.06 0.01 0.080
H 2.358 -1.801 0.076 -0.03 0.05 0.02 0.067
H 0.619 -1.895 0.356 -0.09 0.17 0.01 0.054
```
Positions in Å, forces in eV/Å.